{"formula": "C3H6O2P3", "method": "the ωB97M-V functional and the def2-TZVPD basis", "symbols": ["C", "C", "C", "O", "O", "P", "P", "P", "H", "H", "H", "H", "H", "H"], "xyz": [[-0.94451, 1.22047, -0.89250], [-1.30814, 1.49024, 1.51919], [-0.60700, 1.89311, 0.26920], [-0.47881, 1.16647, -2.02497], [-2.42749, 0.51558, -0.65580], [-1.70918, -0.48552, 1.91521], [-2.53812, -0.98820, -0.16577], [-0.86617, -1.80848, -1.20573], [-2.40168, 1.64608, 1.52141], [-0.94840, 1.79065, 2.47625], [-2.72028, 0.24784, 2.60722], [0.31533, 2.39637, 0.19526], [-0.60856, -3.02253, -0.41687], [-1.67373, -2.56683, -2.15704]], "spin_multiplicity": 3, "s_squared": 2.01, "orbital_gap_ha": [0.1556, 0.1670], "total_energy_ha": -1292.2994, "total_charge": -1, "homo_ev": [-0.250, -3.044]}

=====

{"formula": "C20H52BO26", "method": "the ωB97M-V functional and the def2-TZVPD basis", "symbols": ["O", "C", "O", "B", "O", "C", "O", "O", "C", "O", "C", "O", "O", "O", "H", "H", "O", "H", "H", "C", "C", "O", "O", "H", "H", "H", "H", "H", "H", "C", "C", "O", "O", "H", "H", "H", "H", "H", "H", "C", "C", "O", "O", "H", "H", "H", "H", "H", "H", "C", "C", "O", "O", "H", "H", "H", "H", "H", "H", "C", "C", "O", "O", "H", "H", "H", "H", "H", "H", "C", "C", "O", "O", "H", "H", "H", "H", "H", "H", "C", "C", "O", "O", "H", "H", "H", "H", "H", "H", "C", "C", "O", "O", "H", "H", "H", "H", "H", "H"], "xyz": [[5.93156, -24.00138, 23.42045], [4.81874, -24.17508, 22.90355], [4.27429, -25.28843, 22.41473], [2.89467, -25.08452, 22.03379], [2.60173, -23.70544, 22.39452], [3.61616, -23.18596, 22.98417], [3.67804, -22.10758, 23.58891], [2.02099, -25.94846, 22.80102], [1.18233, -26.59687, 21.98973], [0.38690, -27.46390, 22.32939], [1.46828, -26.18564, 20.54659], [2.54812, -25.36560, 20.60673], [0.94915, -26.63564, 19.56089], [0.15472, -23.70261, 18.76537], [-0.30979, -23.81345, 17.93581], [0.79012, -24.41831, 18.78212], [4.86202, -26.22655, 19.38593], [5.09805, -27.10573, 19.68183], [4.04908, -26.02723, 19.85028], [3.40054, -27.83523, 16.65388], [3.51950, -27.06668, 15.27080], [2.34686, -26.37057, 14.89832], [2.59783, -28.95919, 16.66974], [2.93659, -27.21231, 17.41862], [4.39276, -28.11246, 17.00988], [3.62604, -27.83546, 14.50548], [4.45100, -26.50678, 15.18774], [1.69688, -27.05136, 14.70945], [1.67138, -28.75707, 16.51992], [-1.25439, -28.05640, 17.46689], [-2.20491, -27.82973, 16.31162], [-2.50660, -26.47300, 16.12795], [0.03500, -27.54977, 17.21389], [-1.21736, -29.09595, 17.79258], [-1.65419, -27.52214, 18.32877], [-3.11264, -28.39053, 16.53438], [-1.79924, -28.36271, 15.45170], [-3.09560, -26.42426, 15.37144], [0.40770, -27.34656, 18.07494], [-0.33449, -21.88711, 22.94504], [-0.19679, -22.28222, 24.45551], [-0.66330, -21.30391, 25.36251], [-1.69082, -21.73542, 22.50701], [0.23957, -22.46441, 22.22028], [0.09219, -20.88432, 22.96637], [0.83702, -22.54423, 24.68065], [-0.92619, -23.06134, 24.67697], [0.01374, -20.69061, 25.65760], [-2.17347, -22.56342, 22.45158], [1.59404, -29.16304, 25.20266], [2.89308, -29.58112, 24.72171], [3.42853, -28.83041, 23.66658], [0.50764, -29.37684, 24.30548], [1.73507, -28.14206, 25.55735], [1.48332, -29.78944, 26.08780], [2.76717, -30.59345, 24.33774], [3.64604, -29.64950, 25.50687], [2.97819, -29.16497, 22.88756], [0.63400, -28.80297, 23.54633], [1.10402, -30.11252, 19.58885], [2.44762, -30.25287, 20.35423], [2.34159, -30.45205, 21.76086], [0.31105, -31.29349, 19.93809], [1.42936, -30.09964, 18.54861], [0.47063, -29.27455, 19.87993], [2.95422, -29.30042, 20.19839], [3.01080, -31.07402, 19.91080], [2.10121, -31.34771, 22.00907], [0.12402, -31.15827, 20.86993], [7.89518, -22.24329, 25.77003], [6.65287, -21.43501, 26.30085], [6.20193, -21.59233, 27.64525], [7.75329, -23.68854, 25.70955], [8.83624, -21.96523, 26.24457], [8.02454, -21.84814, 24.76244], [5.86510, -21.65594, 25.58063], [7.07112, -20.43216, 26.21448], [5.25433, -21.45611, 27.57374], [6.93030, -23.81986, 25.23306], [6.58509, -27.59396, 21.84061], [7.43857, -26.30316, 21.61154], [8.83305, -26.60733, 21.33310], [6.41772, -28.23764, 20.55419], [5.63294, -27.48778, 22.36045], [7.17612, -28.24839, 22.48131], [7.34040, -25.76221, 22.55273], [7.06962, -25.59285, 20.87165], [9.31538, -25.81015, 21.10190], [7.27254, -28.42803, 20.16095], [-2.17692, -26.13840, 24.63349], [-2.51034, -27.48694, 25.14532], [-1.99646, -28.53672, 24.34618], [-0.75521, -25.94016, 24.71670], [-2.65072, -25.33181, 25.19298], [-2.57951, -25.94675, 23.63886], [-3.59076, -27.62907, 25.17007], [-2.16477, -27.56029, 26.17648], [-1.05600, -28.66626, 24.48881], [-0.48020, -26.37292, 23.90510]], "relative_energy_ev": 0.679, "orbital_gap_ha": 0.3312, "total_energy_ha": -2774.5082, "total_charge": -1, "homo_ev": -7.558}

=====

{"formula": "C8H19BN7O5S", "method": "the ωB97M-V functional and the def2-TZVPD basis", "symbols": ["C", "C", "N", "N", "B", "N", "O", "C", "N", "C", "C", "N", "N", "O", "N", "S", "H", "H", "H", "H", "H", "H", "H", "H", "H", "H", "H", "H", "H", "H", "H", "C", "C", "O", "C", "O", "O", "H", "H", "H", "H"], "xyz": [[-0.86157, 3.16908, 0.00118], [-0.61212, 3.51556, -1.52513], [0.40149, 2.70283, -2.24491], [0.82630, 1.55706, -1.58332], [2.19895, 1.59718, -0.90449], [2.31459, 1.41362, 0.58216], [3.41048, 1.76012, -1.64805], [0.20085, 0.38876, -1.52238], [0.61646, -0.82891, -0.86688], [-0.40547, -1.77288, -1.11407], [-0.23425, -3.22850, -0.54059], [-1.29652, -4.17376, -1.02724], [-1.44822, -1.21754, -1.89342], [-2.55884, -1.82505, -2.32361], [-1.04971, 0.08632, -2.11624], [-2.16028, 0.97299, -3.10359], [-1.07145, 2.08515, 0.23064], [0.02479, 3.58633, 0.59093], [-1.75423, 3.78609, 0.35912], [-1.62919, 3.51357, -2.04647], [-0.27268, 4.60638, -1.56678], [1.20307, 3.28510, -2.52325], [2.91903, 2.13933, 0.99052], [2.85694, 0.54004, 0.72382], [3.24425, 2.42209, -2.34828], [-0.21711, -3.19172, 0.59291], [0.74344, -3.63203, -0.97054], [-1.07732, -5.05764, -0.54200], [-2.18310, -3.85405, -0.61141], [-2.31442, -2.36772, -3.11445], [-1.48399, 1.47868, -4.21824], [-0.75782, -1.56482, 3.40025], [0.41123, -0.79245, 2.86152], [1.28102, -0.70580, 3.98116], [0.97448, -1.74194, 4.81023], [1.62195, -2.05964, 5.75665], [-0.16881, -2.36794, 4.41378], [-1.23503, -2.18615, 2.64059], [-1.51339, -0.91841, 3.85534], [0.92660, -1.32057, 2.05322], [0.12957, 0.20128, 2.51134]], "relative_energy_ev": 2.541, "orbital_gap_ha": 0.3415, "total_energy_ha": -1498.4305, "total_charge": 1, "homo_ev": -12.643}

=====

{"formula": "C38H40BN6O5W", "method": "the ωB97M-V functional and the def2-TZVPD basis", "symbols": ["W", "C", "N", "C", "C", "C", "C", "C", "C", "N", "C", "C", "C", "C", "C", "C", "N", "C", "C", "C", "C", "C", "N", "H", "H", "H", "H", "H", "H", "H", "H", "H", "H", "H", "H", "H", "H", "H", "H", "H", "H", "O", "C", "C", "C", "C", "C", "C", "C", "O", "N", "N", "C", "C", "C", "C", "C", "C", "C", "O", "H", "H", "H", "H", "H", "H", "H", "H", "H", "H", "C", "C", "C", "O", "B", "O", "C", "C", "C", "H", "H", "H", "H", "H", "H", "H", "H", "H", "H", "H", "H"], "xyz": [[0.26040, -0.00040, -0.18930], [0.43410, 0.88100, -3.22870], [0.74980, -0.34420, -2.44460], [2.13900, -0.76850, -2.63520], [2.58520, -1.59960, -1.45710], [3.73190, -2.35960, -1.52250], [4.16200, -3.07630, -0.40870], [3.36640, -3.01140, 0.73430], [2.23650, -2.23290, 0.74270], [1.81770, -1.48730, -0.32590], [-0.15060, -1.45470, -2.80420], [-1.53760, -0.99660, -2.47550], [-2.64590, -1.29310, -3.23860], [-3.87340, -0.72340, -2.92040], [-3.90970, 0.16250, -1.84040], [-2.77030, 0.39750, -1.11190], [-1.57340, -0.18480, -1.37770], [0.50020, 2.12070, -2.36520], [1.21510, 3.24430, -2.74340], [1.28880, 4.33290, -1.88550], [0.63370, 4.25480, -0.65900], [-0.07330, 3.11210, -0.35670], [-0.17110, 2.05570, -1.18550], [-0.58470, 0.78170, -3.62920], [1.11810, 0.98110, -4.07840], [2.78120, 0.11710, -2.69550], [2.25660, -1.32410, -3.57910], [4.30370, -2.38580, -2.43720], [5.05890, -3.66870, -0.42580], [3.62810, -3.56430, 1.62150], [1.60980, -2.19590, 1.62290], [0.11480, -2.33270, -2.19270], [-0.05830, -1.71500, -3.86900], [-2.55000, -1.94900, -4.08930], [-4.75330, -0.92960, -3.50450], [-4.82890, 0.66120, -1.57890], [-2.78250, 1.09020, -0.28040], [1.73200, 3.26620, -3.69110], [1.85840, 5.20850, -2.14880], [0.69200, 5.06850, 0.04430], [-0.62010, 3.02180, 0.57720], [-0.27050, 1.40410, 5.11430], [-1.53250, 1.23820, 4.70310], [-2.55780, 1.45780, 5.62330], [-3.87740, 1.30960, 5.25470], [-4.20990, 0.91870, 3.96150], [-3.21140, 0.70410, 3.03860], [-1.86760, 0.87410, 3.38340], [-0.84320, 0.66340, 2.36910], [-1.12930, 0.67920, 1.09860], [0.40100, 0.48800, 2.72470], [1.22760, 0.35220, 1.64770], [2.51060, 0.38280, 1.97960], [3.57250, 0.62680, 1.07140], [4.90890, 0.64970, 1.49590], [5.91040, 1.06060, 0.64610], [5.60640, 1.47580, -0.64700], [4.30090, 1.48590, -1.08680], [3.26390, 1.05320, -0.25100], [2.02290, 1.08020, -0.66610], [0.33750, 1.14440, 4.39130], [-2.28120, 1.74580, 6.62530], [-4.65400, 1.49310, 5.98100], [-5.24480, 0.78420, 3.68670], [-3.44500, 0.38360, 2.03300], [2.73790, 0.36730, 3.04210], [5.13810, 0.35510, 2.50910], [6.93110, 1.09450, 0.98680], [6.39200, 1.80320, -1.30970], [4.04620, 1.84870, -2.07410], [-3.52030, -3.43600, 0.57820], [-2.02250, -3.75050, 0.65650], [-1.80510, -5.17100, 0.14500], [-1.34410, -2.81360, -0.20940], [-0.72110, -1.83390, 0.53330], [-0.77420, -2.15900, 1.86460], [-1.39440, -3.45030, 2.06260], [-0.28640, -4.43710, 2.44800], [-2.39420, -3.35940, 3.21260], [-3.85490, -3.60140, -0.44450], [-3.71140, -2.39820, 0.84070], [-4.08370, -4.08810, 1.23870], [-2.32270, -5.28850, -0.80360], [-2.22110, -5.87580, 0.85820], [-0.75430, -5.39240, -0.00780], [0.44460, -4.52990, 1.64870], [-0.69540, -5.41800, 2.67270], [0.21410, -4.06360, 3.33750], [-3.13240, -2.58110, 3.04700], [-1.86100, -3.12540, 4.13040], [-2.90180, -4.31250, 3.34050]], "relative_energy_ev": 0.000, "orbital_gap_ha": 0.2091, "total_energy_ha": -2268.7097, "total_charge": 1, "homo_ev": -8.662}

=====

{"formula": "C28H36F3N8O5P", "method": "the ωB97M-V functional and the def2-TZVPD basis", "symbols": ["H", "N", "C", "N", "N", "C", "C", "C", "C", "C", "C", "C", "C", "C", "C", "F", "F", "F", "C", "C", "C", "C", "O", "C", "C", "P", "O", "O", "O", "C", "O", "H", "H", "H", "H", "H", "H", "H", "H", "H", "H", "H", "H", "H", "H", "H", "H", "H", "H", "H", "H", "C", "C", "N", "H", "H", "H", "C", "C", "N", "H", "H", "H", "C", "C", "N", "H", "H", "H", "C", "C", "N", "H", "H", "H", "C", "C", "N", "H", "H", "H"], "xyz": [[0.76463, 2.30675, 4.67035], [0.45026, 1.76728, 5.47521], [-0.79796, 1.89392, 5.59571], [-1.47383, 1.25263, 6.68965], [-1.56748, 2.70340, 4.70945], [-2.87360, 2.11836, 4.32815], [-3.03106, 1.83142, 2.81148], [-1.75447, 1.89215, 1.97796], [-0.81068, 0.75648, 2.43057], [-0.20827, -0.08149, 1.34242], [-0.87711, -1.22361, 0.93121], [-0.35965, -2.06733, -0.01754], [-1.11152, -3.32132, -0.38022], [-0.27258, -4.58291, -0.12205], [-0.64714, -5.30002, 1.14163], [-0.17347, -4.66796, 2.21913], [-0.08824, -6.53446, 1.15024], [-1.95971, -5.48860, 1.28079], [0.85709, -1.77840, -0.58978], [1.54939, -0.66332, -0.20998], [1.01590, 0.18814, 0.75399], [1.82765, 1.35467, 1.15603], [1.41633, 2.34142, 1.72187], [3.28772, 1.27890, 0.87260], [3.80220, 0.45645, -0.03298], [5.57722, 0.45562, -0.32316], [5.89768, 0.85892, -1.69575], [6.19775, -0.95654, 0.01688], [6.24064, 1.48850, 0.70575], [2.88024, -0.42577, -0.80936], [3.23794, -0.94744, -1.83713], [-0.90074, 1.44236, 7.50286], [-1.40211, 0.24876, 6.57727], [-1.77649, 3.54088, 5.23859], [-3.09804, 1.21944, 4.88941], [-3.62871, 2.85092, 4.58501], [-3.80065, 2.47638, 2.40192], [-3.42580, 0.82157, 2.70081], [-2.03348, 1.86432, 0.92705], [-1.29903, 2.85984, 2.15020], [-1.38019, 0.09168, 3.07610], [-0.00456, 1.19528, 2.99102], [-1.82139, -1.46869, 1.38658], [-1.99873, -3.34313, 0.24065], [-1.45128, -3.26864, -1.40474], [-0.36005, -5.26189, -0.96121], [0.78263, -4.35768, -0.04080], [1.27265, -2.45575, -1.31757], [3.90433, 1.94441, 1.45262], [5.58594, -1.54963, 0.46774], [5.97948, 2.36104, 0.38220], [-4.83998, -2.12629, -2.45674], [-3.58696, -1.48951, -2.07251], [-2.59952, -0.98828, -1.76769], [-4.67226, -2.78997, -3.30227], [-5.23187, -2.70355, -1.62189], [-5.56711, -1.36763, -2.73769], [-1.34239, 2.08831, -3.72083], [-1.46590, 1.98319, -2.27272], [-1.72837, 1.88128, -1.15982], [-1.32454, 3.12828, -4.02559], [-0.43205, 1.60371, -4.06824], [-2.20465, 1.59455, -4.16773], [2.27853, -8.67445, 2.07873], [3.35436, -9.63528, 2.28284], [4.20193, -10.39141, 2.44349], [1.45942, -9.14456, 1.53941], [1.91306, -8.31835, 3.03924], [2.64358, -7.82790, 1.50187], [2.90631, 4.83434, -5.01551], [1.55766, 4.68871, -4.49257], [0.47649, 4.57762, -4.12127], [3.28948, 5.82330, -4.77199], [3.55724, 4.07416, -4.58509], [2.89512, 4.71012, -6.09650], [-1.67311, 6.04017, -6.19807], [-2.48266, 6.09407, -7.40876], [-3.12010, 6.13645, -8.36188], [-2.30538, 6.17336, -5.32317], [-1.17114, 5.07910, -6.12781], [-0.92486, 6.82917, -6.21808]], "orbital_gap_ha": 0.2985, "total_energy_ha": -2543.7956, "total_charge": 0, "homo_ev": -9.428, "smiles": "[H]/N=C(/N)NCCCCc1cc(CCC(F)(F)F)cc2c1C(=O)C=C(P(=O)(O)O)C2=O.CC#N.CC#N.CC#N.CC#N.CC#N"}